This record from the OMol25 dataset describes a molecular structure, C35H57N2O2P2Ti. The level of theory is the ωB97M-V functional and the def2-TZVPD basis.

Last column: Löwdin charge in e.
CARTESIAN COORDINATES (ANGSTROEM)
C -2.55 0.32 -1.50  -0.36
C -0.86 0.00 -3.12  -0.37
C -3.53 0.28 -2.49  -0.07
C -1.81 0.26 -4.14  -0.05
C -3.15 0.34 -3.83  -0.06
H -4.57 0.22 -2.17  0.11
H -1.43 0.28 -5.17  0.11
H -3.90 0.43 -4.61  0.11
N -1.24 0.24 -1.80  -0.02
P -1.80 1.07 1.13  1.11
P 1.36 -1.28 -2.11  1.09
C -2.99 0.30 -0.04  -0.27
H -3.96 0.82 0.04  0.09
H -3.17 -0.74 0.27  0.10
C 0.37 -0.61 -3.42  -0.28
H 0.66 -0.64 -4.47  0.07
C 3.17 -0.65 -2.29  -0.66
C 1.24 -3.05 -2.77  -0.66
C -2.27 2.91 1.00  -0.65
C -2.44 0.40 2.78  -0.66
C 3.43 0.31 -1.12  -0.12
H 3.36 -0.20 -0.15  0.05
H 4.46 0.70 -1.20  0.10
H 2.75 1.17 -1.11  0.04
C 4.22 -1.77 -2.18  -0.09
H 4.14 -2.31 -1.23  0.07
H 4.19 -2.49 -3.01  0.07
H 5.22 -1.30 -2.20  0.09
C 3.30 0.11 -3.61  -0.09
H 4.34 0.47 -3.70  0.09
H 3.10 -0.52 -4.48  0.08
H 2.64 0.99 -3.65  0.07
C 1.90 -4.03 -1.79  -0.09
H 1.44 -3.96 -0.80  0.07
H 1.74 -5.05 -2.18  0.09
H 2.97 -3.88 -1.69  0.05
C -0.25 -3.41 -2.91  -0.08
H -0.78 -3.33 -1.96  0.06
H -0.74 -2.76 -3.64  0.08
H -0.33 -4.44 -3.28  0.10
C 1.86 -3.16 -4.17  -0.08
H 1.30 -2.57 -4.91  0.08
H 2.91 -2.86 -4.23  0.06
H 1.80 -4.22 -4.49  0.10
C -1.93 1.28 3.93  -0.08
H -2.23 0.82 4.88  0.10
H -0.83 1.34 3.93  0.07
H -2.35 2.30 3.92  0.07
C -1.85 -1.01 2.97  -0.09
H -2.18 -1.72 2.20  0.07
H -0.75 -0.99 2.98  0.06
H -2.19 -1.39 3.94  0.10
C -3.97 0.26 2.85  -0.08
H -4.23 -0.10 3.85  0.10
H -4.50 1.21 2.71  0.06
H -4.35 -0.47 2.12  0.08
C -2.21 3.34 -0.47  -0.08
H -2.35 4.43 -0.52  0.10
H -1.23 3.12 -0.91  0.04
H -2.98 2.87 -1.08  0.09
C -1.24 3.75 1.78  -0.10
H -0.25 3.66 1.35  0.03
H -1.55 4.80 1.72  0.10
H -1.18 3.49 2.84  0.06
C -3.68 3.20 1.54  -0.08
H -4.46 2.60 1.05  0.08
H -3.76 3.08 2.63  0.07
H -3.91 4.26 1.33  0.10
Ti 0.23 0.14 -0.18  0.55
C -0.50 -1.59 0.11  -0.25
O -1.02 -2.65 0.22  0.07
N 0.95 2.29 -0.13  0.13
C 1.25 3.38 -0.54  -0.04
C 1.45 4.21 -1.70  -0.21
C 2.03 5.49 -1.66  -0.02
C 1.05 3.66 -2.94  -0.01
C 2.20 6.21 -2.85  -0.06
H 2.35 5.90 -0.70  0.12
C 1.18 4.40 -4.11  -0.05
H 0.63 2.65 -2.99  0.11
C 1.78 5.67 -4.07  -0.05
H 2.65 7.20 -2.82  0.12
H 0.82 3.99 -5.05  0.12
H 1.92 6.24 -4.99  0.12
C 2.88 1.68 2.48  -0.05
C 1.56 0.96 2.52  -0.23
O 1.49 -0.08 1.48  -0.36
C 1.89 -1.43 1.87  -0.23
C 3.28 -1.48 2.48  -0.06
H 3.71 1.03 2.78  0.07
H 2.84 2.52 3.19  0.09
H 3.09 2.10 1.49  0.07
H 1.34 0.49 3.49  0.13
H 0.74 1.66 2.29  0.06
H 1.14 -1.83 2.57  0.12
H 1.85 -2.04 0.96  0.10
H 3.31 -1.01 3.47  0.08
H 3.55 -2.53 2.61  0.10
H 4.03 -1.02 1.82  0.08

Its charge is +1. As for the spin multiplicity: 3.



This record from the OMol25 dataset describes a molecular structure, C23H18F7ILiN2O5S. The level of theory is the ωB97M-V functional and the def2-TZVPD basis.

Last column: Löwdin charge in e.
CARTESIAN COORDINATES (ANGSTROEM)
C -0.41 0.56 3.13  -0.06
C 0.48 1.89 2.98  -0.20
O 0.70 2.07 1.57  -0.23
C 0.59 3.44 1.16  -0.17
C 0.01 3.41 -0.34  -0.08
C -0.42 1.93 -0.68  -0.06
C -1.85 1.45 -0.39  -0.11
S -2.97 2.69 0.29  0.76
O -4.26 2.17 0.67  -0.26
O -2.39 3.40 1.43  -0.26
F -3.24 3.84 -0.86  -0.17
C -2.19 0.08 -0.70  -0.07
C -3.65 -0.45 -0.44  -0.13
C -4.64 -0.04 -1.61  -0.77
O -5.26 0.96 -1.65  0.03
I -4.94 -1.45 -3.26  0.80
C -1.17 -0.86 -1.29  -0.11
N -1.58 -2.16 -1.52  0.18
C -0.61 -2.95 -2.02  -0.05
C -0.95 -4.45 -2.27  -0.30
F -0.79 -4.73 -3.61  0.15
F 0.00 -5.22 -1.59  0.09
C -2.35 -4.90 -1.71  -0.41
F -2.53 -4.61 -0.34  0.02
F -3.33 -4.41 -2.49  0.13
F -2.43 -6.28 -1.79  0.13
C 0.75 -2.43 -2.32  -0.18
F 1.63 -3.33 -2.86  0.10
N 1.22 -1.19 -2.14  0.24
C 0.20 -0.42 -1.59  -0.10
C 0.55 1.01 -1.27  -0.03
C 1.99 1.52 -1.57  -0.12
O 2.68 2.11 -0.45  -0.10
C 3.33 1.17 0.35  -0.23
C 2.74 -0.06 0.88  -0.02
C 3.49 -0.99 1.75  -0.08
C 4.87 -0.70 2.15  -0.08
C 5.48 0.54 1.61  -0.07
C 4.73 1.45 0.74  0.01
H -0.52 0.11 2.09  0.06
H 0.08 -0.22 3.76  0.07
H -1.45 0.79 3.48  0.07
H 0.00 2.76 3.50  0.12
H 1.49 1.64 3.43  0.12
H -0.07 4.07 1.81  0.12
H 1.63 3.88 1.06  0.13
H -0.83 4.13 -0.48  0.10
H 0.80 3.71 -1.08  0.11
H -4.03 -0.15 0.57  0.13
H -3.67 -1.58 -0.42  0.08
H 2.67 0.76 -2.03  0.14
H 1.89 2.35 -2.34  0.15
H 1.69 -0.34 0.65  0.09
H 3.03 -1.94 2.13  0.09
H 5.43 -1.38 2.84  0.10
H 6.53 0.75 1.95  0.10
H 5.27 2.37 0.41  0.11
Li -3.39 -5.77 0.69  0.91

Its charge is +1.



This record from the OMol25 dataset describes a molecular structure, C21H31NOP2ReS. The level of theory is the ωB97M-V functional and the def2-TZVPD basis.

Last column: Löwdin charge in e.
CARTESIAN COORDINATES (ANGSTROEM)
C -1.59 3.44 -2.25  0.01
C -1.34 2.10 -1.95  -0.22
C -0.05 1.54 -2.17  -0.16
C 0.97 2.37 -2.76  -0.12
C 0.67 3.74 -3.05  0.02
C -0.59 4.25 -2.80  -0.03
C 2.26 1.83 -2.86  0.11
C 2.47 0.45 -2.68  -0.12
C 1.36 -0.31 -2.15  -0.19
C 1.54 -1.70 -1.92  -0.23
C 2.81 -2.25 -2.04  0.01
C 3.91 -1.48 -2.49  -0.04
C 3.74 -0.16 -2.83  0.01
H -2.58 3.85 -2.02  0.14
H 1.46 4.38 -3.42  0.13
H -0.82 5.30 -2.99  0.13
H 3.06 2.43 -3.28  0.15
H 2.95 -3.30 -1.77  0.13
H 4.90 -1.97 -2.55  0.13
H 4.59 0.45 -3.16  0.14
N 0.31 0.35 -1.54  -0.02
Re 0.11 0.08 0.87  0.80
C -2.34 1.20 -1.29  -0.24
H -2.35 0.19 -1.71  0.10
H -3.34 1.64 -1.32  0.11
C 0.38 -2.47 -1.40  -0.25
H -0.54 -2.17 -1.92  0.10
H 0.53 -3.55 -1.46  0.11
P -1.95 0.94 0.53  0.69
P 0.03 -2.11 0.41  0.64
C 1.35 -3.10 1.19  -0.23
H 1.21 -3.11 2.28  0.04
H 1.30 -4.13 0.78  0.07
H 2.33 -2.65 0.94  0.06
C -1.46 -3.11 0.68  -0.22
H -1.20 -4.17 0.51  0.08
H -1.80 -2.99 1.72  0.04
H -2.26 -2.80 -0.01  0.05
C -2.35 2.59 1.23  -0.22
H -3.37 2.90 0.94  0.07
H -2.24 2.51 2.32  0.05
H -1.65 3.32 0.80  0.05
C -3.44 0.01 1.05  -0.21
H -3.41 -0.09 2.13  0.06
H -4.34 0.57 0.75  0.07
H -3.48 -0.98 0.57  0.03
H 1.59 0.64 0.29  0.01
H 0.18 1.68 1.20  -0.06
C 1.54 -0.15 4.06  -0.18
S -0.06 0.03 3.17  0.61
C -0.83 -1.44 4.06  -0.15
O -0.77 1.10 3.96  -0.47
H 2.01 -1.02 3.60  0.05
H 1.41 -0.31 5.14  0.09
H 2.13 0.76 3.87  0.08
H -1.21 -1.08 5.03  0.09
H -1.66 -1.82 3.45  0.03
H -0.10 -2.23 4.24  0.06

Its charge is +2. As for the spin multiplicity: 4.



This record from the OMol25 dataset describes a molecular structure, C14H10N3O2S3Sc. The level of theory is the ωB97M-V functional and the def2-TZVPD basis.

Last column: Löwdin charge in e.
CARTESIAN COORDINATES (ANGSTROEM)
Sc 0.22 1.64 0.03  0.77
O -3.23 -0.06 -2.27  0.08
C -3.31 -1.18 -1.54  -0.25
C -4.46 -1.95 -1.70  -0.01
C -4.63 -3.12 -0.99  -0.07
C -3.65 -3.55 -0.09  -0.09
C -2.52 -2.80 0.08  -0.03
C -2.31 -1.61 -0.64  -0.08
C -1.08 -0.84 -0.42  -0.40
O -0.93 0.31 -1.04  -0.22
N -0.16 -1.33 0.38  0.10
N 0.85 -0.39 0.45  -0.10
C 2.06 -0.74 0.65  -0.02
C 3.08 0.34 0.52  -0.24
C 4.40 0.15 0.82  0.00
C 5.29 1.20 0.64  -0.03
C 4.81 2.41 0.16  -0.03
C 3.45 2.52 -0.13  -0.13
N 2.61 1.51 0.03  0.00
H -2.41 0.40 -2.02  0.08
H -5.21 -1.60 -2.40  0.12
H -5.53 -3.70 -1.13  0.11
H -3.79 -4.46 0.48  0.10
H -1.75 -3.11 0.77  0.11
H 2.33 -1.77 0.85  0.14
H 4.74 -0.81 1.21  0.12
H 6.34 1.09 0.88  0.12
H 5.46 3.26 0.01  0.12
H 3.03 3.45 -0.47  0.10
S -1.58 4.82 2.81  0.55
C -0.97 3.74 1.77  -1.80
S 0.77 3.65 1.39  0.41
S -1.90 2.52 0.90  0.47

Its charge is 0.



This record from the OMol25 dataset describes a single C2H4N2O molecule. The level of theory is the ωB97M-V functional and the def2-TZVPD basis.

Last column: Löwdin charge in e.
CARTESIAN COORDINATES (ANGSTROEM)
N -0.04 -1.85 0.70  0.07
C 0.38 -0.74 0.23  -0.31
N -0.69 0.10 0.09  0.04
C -0.48 1.39 -0.41  -0.33
O -1.27 2.28 -0.62  0.05
H 0.64 -2.57 0.86  0.04
H 1.38 -0.42 -0.04  0.13
H -1.32 -0.72 0.49  0.19
H 0.61 1.54 -0.63  0.13

Its charge is 0.



This record from the OMol25 dataset describes 2 unconnected molecules or ions with the total composition C4H7N3S. The level of theory is the ωB97M-V functional and the def2-TZVPD basis.

Last column: Löwdin charge in e.
CARTESIAN COORDINATES (ANGSTROEM)
C -2.18 0.68 0.92  -0.14
C -2.61 -0.61 0.90  -0.17
C -0.88 0.65 0.37  -0.63
C 1.43 1.50 -0.68  -0.29
N -1.55 -1.43 0.45  -0.02
N 2.16 -1.15 -0.79  -0.06
N -0.54 -0.63 0.06  -0.07
S 0.29 1.99 0.37  1.11
H -2.53 1.63 1.20  0.07
H -3.52 -1.05 1.21  0.07
H 2.12 2.36 -0.89  0.05
H 1.57 0.58 -1.14  -0.05
H 3.00 -1.81 -1.06  0.08
H 1.97 -1.25 0.24  0.04
H 1.27 -1.47 -1.17  0.00

Its charge is 0.



no.,electronic energy (eV)
1,-85982.5897
2,-75512.8182
3,-57342.5934
4,-76454.4880
5,-7165.2210
6,-19563.1465